Entry from the OMol25 dataset: a cluster of 4 separate species, C27H58F4N4O9 in total (wB97M-V/def2-TZVPD).

Each line ends with the Mulliken charge.
Geometry (Å):
1 H -2.47199 -3.00428 5.10996  0.299
2 N -2.28213 -2.91101 6.11116  -0.680
3 C -2.55687 -1.74959 6.51158  -0.398
4 C -3.12810 -0.64391 5.65695  -0.103
5 C -2.12192 0.38143 5.10089  -0.137
6 O -0.98814 -0.24937 4.51358  -0.007
7 C 0.20388 -0.30387 5.23169  0.070
8 O 0.31006 -0.94395 6.22091  -0.460
9 C 1.33101 0.50209 4.60369  0.217
10 O 2.16517 0.93244 5.63709  -0.279
11 C 3.56158 0.91380 5.37979  -0.128
12 C 4.29455 0.56365 6.65558  -1.236
13 C -1.81540 1.50116 6.09459  1.087
14 F -0.78649 2.25723 5.62978  -0.320
15 F -1.43412 1.01202 7.29782  -0.313
16 C -3.06395 2.41858 6.29002  0.240
17 F -3.30745 2.60315 7.60244  -0.298
18 F -2.83168 3.62167 5.72050  -0.290
19 H -2.39728 -1.52757 7.56741  0.397
20 H -3.90152 -0.11237 6.22027  0.447
21 H -3.62347 -1.10600 4.79791  -0.030
22 H -2.62049 0.88652 4.26564  -0.145
23 H 1.86442 -0.14350 3.89085  -0.047
24 H 0.92087 1.34783 4.04446  0.358
25 H 3.87141 1.90143 5.01309  0.302
26 H 3.78543 0.18738 4.58775  0.234
27 H 5.34070 0.33429 6.44677  0.377
28 H 4.25062 1.38780 7.36864  0.289
29 H 3.81728 -0.30062 7.12029  0.303
30 H -3.96096 1.99886 5.82738  0.195
31 C 3.24674 2.39326 -1.44558  -0.695
32 O 3.55174 1.04646 -1.15204  -0.154
33 C 3.61901 0.73116 0.23342  -0.988
34 C 2.48687 -0.19650 0.61510  -0.140
35 N 1.20346 0.48613 0.54755  -0.142
36 C 0.04794 -0.39471 0.67665  -0.339
37 C -0.15045 -1.44911 -0.40736  -0.862
38 O -0.46161 -0.90702 -1.67762  -0.377
39 C 0.63656 -0.49976 -2.46867  -0.703
40 H 3.37204 2.52321 -2.51974  0.100
41 H 2.21816 2.65884 -1.17596  0.339
42 H 3.92583 3.07834 -0.92855  0.363
43 H 3.59092 1.64389 0.83690  0.441
44 H 4.57223 0.22775 0.41495  0.377
45 H 2.64571 -0.55203 1.63888  0.332
46 H 2.54179 -1.07066 -0.04772  0.198
47 H 1.14166 0.97738 -0.33470  0.072
48 H -0.84822 0.23212 0.69836  0.391
49 H 0.10580 -0.89220 1.65145  0.069
50 H -1.00746 -2.06749 -0.12909  0.465
51 H 0.71494 -2.11761 -0.48988  0.379
52 H 1.52276 -1.11167 -2.27640  0.348
53 H 0.89521 0.55197 -2.30871  0.259
54 H 0.35287 -0.61853 -3.51476  0.288
55 C 5.10026 -2.08298 -5.17949  -0.783
56 O 3.84479 -1.49613 -4.91276  -0.361
57 C 3.90519 -0.14933 -4.45734  -0.338
58 C 3.31481 0.79277 -5.48273  -0.047
59 N 4.14867 0.86946 -6.67040  -0.319
60 C 3.58139 1.63288 -7.77337  -0.680
61 C 2.29336 1.12010 -8.40689  -0.496
62 O 2.44136 -0.10964 -9.09091  -0.424
63 C 2.26685 -1.27242 -8.30664  -0.510
64 H 4.92208 -3.13279 -5.40588  0.262
65 H 5.60677 -1.61820 -6.03298  0.321
66 H 5.76355 -2.01750 -4.31076  0.337
67 H 4.93677 0.13243 -4.22462  0.467
68 H 3.32547 -0.08099 -3.53330  -0.118
69 H 3.24042 1.79269 -5.04130  0.302
70 H 2.29045 0.45131 -5.69396  0.055
71 H 4.35874 -0.06904 -6.98650  0.134
72 H 4.33724 1.69400 -8.55979  0.376
73 H 3.40265 2.65633 -7.42494  0.384
74 H 1.98106 1.84965 -9.15829  0.365
75 H 1.48056 1.04135 -7.67390  0.325
76 H 1.52957 -1.11298 -7.51360  0.250
77 H 3.19917 -1.61192 -7.84556  0.177
78 H 1.90623 -2.06087 -8.96668  0.285
79 C -5.36267 -2.39752 -2.20870  -0.838
80 O -4.19985 -1.77201 -1.71122  -0.279
81 C -4.07014 -0.39753 -2.05954  -0.873
82 C -4.14979 0.46802 -0.82249  -0.013
83 N -5.48281 0.41985 -0.24394  -0.253
84 C -5.62340 1.05986 1.05442  -1.218
85 C -4.83008 0.48317 2.22146  0.590
86 O -5.21979 -0.82097 2.60929  -0.482
87 C -4.57935 -1.88046 1.92188  -0.498
88 H -5.28366 -3.45710 -1.97141  0.251
89 H -6.27894 -2.00054 -1.75607  0.337
90 H -5.44259 -2.28632 -3.29499  0.340
91 H -4.84250 -0.11776 -2.78255  0.483
92 H -3.08959 -0.26038 -2.52251  0.339
93 H -3.91408 1.50239 -1.09195  0.349
94 H -3.36406 0.12127 -0.13461  0.003
95 H -5.77252 -0.54736 -0.16958  0.159
96 H -6.68089 1.02571 1.32743  0.404
97 H -5.35509 2.11711 0.95342  0.417
98 H -5.01758 1.11961 3.09271  0.280
99 H -3.74774 0.50008 2.03133  -0.167
100 H -3.55247 -1.61544 1.64935  0.094
101 H -5.11070 -2.17160 1.01235  0.302
102 H -4.55664 -2.73880 2.59358  0.346

Summary:
SMILES string: [H]/N=C\C[C@H](OC(=O)COCC)C(F)(F)C(F)F.COCCNCCOC.COCCNCCOC.COCCNCCOC
LUMO: 0.0191 hartree
DFT total energy: -2359.01281 hartree
Total charge: 0
Frontier orbital gap: 9.276 eV
HOMO energy: -8.8 eV